ORCA calculation (ωB97M-V with the def2-TZVPD basis set) on a 6-piece molecular cluster, C17H23NO15 overall at a distorted geometry.

Last column: Mulliken charge in e.
Element x y z (Å)
O  -4.2077  5.5958  -1.0583  -0.5680
O  4.3566  2.6534  1.5447  -0.3635
O  -1.6825  -0.6510  2.2847  0.0150
O  4.5977  0.4988  1.2207  -0.3399
O  -2.7815  3.8865  -1.4112  -0.3666
O  -3.4938  4.3193  0.6228  -0.3602
O  -0.0413  0.6319  1.4944  -0.4525
O  -4.7877  -5.2231  -1.3027  -0.5796
O  3.9542  -1.6882  -4.1180  -0.3217
O  6.0089  1.5756  2.6546  -0.5824
O  -4.4815  -3.4479  0.0414  -0.3886
O  -3.1100  -5.0911  0.3085  -0.3300
O  2.9017  -1.7615  -2.0612  -0.5592
O  -0.9556  0.9738  3.6242  -0.3539
O  3.6886  0.1535  -2.9960  -0.1987
N  -0.7281  -3.2462  -1.2045  -0.4645
C  3.7413  0.9955  0.2073  0.1312
C  3.4415  -1.1268  -3.0148  0.6555
C  4.8301  -0.7674  -4.7140  -0.3504
C  -3.5261  4.6761  -0.6415  0.5634
C  -0.1661  -0.7309  -1.5561  0.3860
C  4.3085  0.5687  -4.1656  -0.3313
C  -3.5753  -2.9925  0.9853  0.2535
C  4.9993  1.5657  1.9511  0.6550
C  -0.8567  0.3674  2.3447  0.3923
C  -2.8352  -4.2392  1.3841  -0.3451
C  -2.2789  2.8090  -0.6424  0.0910
C  -1.8780  0.2196  4.4366  -0.2694
C  -2.8053  3.0621  0.7183  -0.0324
C  -2.3855  -0.7411  3.4192  -0.3951
C  -0.4913  -2.1306  -1.3245  0.4007
C  -4.1249  -4.6556  -0.4224  0.5946
C  3.2364  2.3178  0.6996  -0.2281
H  3.6513  1.0386  -4.8972  0.2712
H  -3.5580  2.3215  0.9889  0.1677
H  0.7227  -0.3823  -1.0301  -0.3822
H  -2.9191  -2.2464  0.5373  0.0055
H  0.0753  -0.5648  -2.6060  0.3572
H  -1.3561  -0.3113  5.2328  0.2417
H  -2.2885  -1.7630  3.7858  0.2538
H  -3.4403  -0.5230  3.2521  0.3106
H  -1.1942  2.9114  -0.6746  0.1145
H  2.2883  2.2588  1.2342  0.1707
H  -2.6855  0.8491  4.8104  0.2595
H  -0.9638  -0.0749  -1.2077  -0.1858
H  5.8930  -0.9470  -4.5529  0.2636
H  3.3298  3.1372  -0.0131  0.2839
H  -2.0105  3.1153  1.4622  0.2274
H  -3.9847  -2.5838  1.9092  0.1662
H  4.3116  1.2089  -0.6968  0.0671
H  4.7433  -0.7583  -5.8005  0.3133
H  -2.6371  1.8685  -1.0612  0.1361
H  -1.7746  -3.9914  1.4285  0.2857
H  2.8584  0.3606  0.1339  0.1173
H  -3.0493  -4.5681  2.4010  0.3019
H  5.1159  1.2671  -3.9452  0.2958

Results
molecular weight	481.4	g/mol
SMILES	O=C1OCCO1.O=C1OCCO1.O=C1OCCO1.O=C1OCCO1.O=C1OCCO1.CC#N
Kohn-Sham gap	10.56	eV
relative energy (zero: lowest compared OMol25 entry of this formula, charge and spin)	1.001	eV
HOMO energy	-10.747	eV
net charge	0
E_LUMO	-0.0067	Ha

ORCA calculation (ωB97M-V with the def2-TZVPD basis set) on one molecule with the formula C17H23NO3S at a distorted geometry.

Last column: Mulliken charge in e.
Element x y z (Å)
S  -0.9257  2.3468  2.2293  -0.1541
O  2.4897  2.5394  0.4318  -0.6817
O  -3.2220  -1.1426  3.2264  -0.4728
O  -3.0180  1.0122  2.6897  -0.5900
N  0.4774  1.8545  -0.3491  -0.0476
C  0.8486  -0.5202  -0.7081  -0.7592
C  0.1737  1.1129  -2.6162  -0.5427
C  -2.4952  -0.0409  2.9853  0.8054
C  -0.5647  -1.1153  -0.6674  -0.1655
C  1.2789  2.5130  0.5032  0.4241
C  -1.0487  -0.2270  3.1022  -0.4512
C  0.8507  -1.6055  3.6348  -0.7546
C  -0.1998  0.8480  2.7809  1.0121
C  0.4462  -1.2087  -3.7709  -0.6620
C  0.9535  0.8856  -1.3218  -0.5883
C  -0.8423  -2.1641  -1.7472  -1.2142
C  1.6886  -0.5386  3.3371  -0.5869
C  -0.5131  -1.4443  3.5221  -0.3141
C  0.6351  0.3114  -3.8311  -0.9713
C  -0.8981  -1.6769  -3.1978  -0.7262
C  1.1756  0.6727  2.9173  -0.6765
C  0.5190  3.2749  1.5855  -0.7376
H  -1.8064  -2.6263  -1.5169  0.4480
H  1.2570  -1.6666  -3.2061  0.3594
H  -1.3154  -0.3250  -0.7214  0.4675
H  1.2333  -0.4384  0.3123  0.2039
H  -4.1641  -0.9314  3.1360  0.3519
H  1.5169  -1.1979  -1.2354  0.6679
H  1.1915  3.5707  2.3893  0.4149
H  -0.8848  0.9264  -2.4342  0.2158
H  -1.6440  -0.8873  -3.2974  0.4224
H  2.7585  -0.6488  3.4318  0.4386
H  -0.0843  -2.9482  -1.6723  0.3334
H  1.2640  -2.5483  3.9574  0.4154
H  -0.5125  1.8408  -0.1442  0.4291
H  -1.2535  -2.5196  -3.7960  0.3270
H  0.0776  4.1750  1.1548  0.4244
H  0.2723  2.1732  -2.8646  0.4145
H  0.0721  0.6886  -4.6891  0.3756
H  1.8603  1.4735  2.6974  0.3456
H  -1.1892  -2.2513  3.7568  0.4883
H  -0.7023  -1.6079  0.2990  0.0550
H  1.6903  0.5224  -4.0177  0.3548
H  2.0126  1.1161  -1.4798  0.4947
H  0.5406  -1.5770  -4.7955  0.4068

Results
molecular weight	321.4	g/mol
SMILES	O=C(CSc1ccccc1C(=O)O)NC1CCCCCCC1
Kohn-Sham gap	8.72	eV
relative energy (zero: lowest compared OMol25 entry of this formula, charge and spin)	0.000	eV
HOMO energy	-8.490	eV
net charge	0
E_LUMO	0.0086	Ha

ORCA calculation (ωB97M-V with the def2-TZVPD basis set) on C17H24AlF7KMgN4O3P as an isolated structure at a distorted geometry.

Last column: Mulliken charge in e.
Element x y z (Å)
K  1.9550  -3.3893  0.1524  0.9894
P  -4.3152  1.0500  -3.3315  1.0084
Al  4.2910  3.7040  -0.9295  0.6720
Mg  1.7258  4.6712  1.5979  1.2510
F  0.0149  3.7287  1.5799  -0.6353
F  -3.4443  0.8449  -1.9658  -0.3016
F  -5.3980  0.3260  -4.2883  -0.3235
F  -3.7526  1.7671  -4.6716  -0.3337
F  -3.3167  -0.1863  -3.6805  -0.3475
F  -5.6377  0.9231  -2.3859  -0.3149
F  -4.3215  2.6416  -2.9640  -0.3293
O  3.2407  -1.2868  -1.5236  -0.5776
O  3.1753  0.6474  1.3415  -0.7276
O  4.1001  -5.1831  -3.5684  -0.6206
N  1.7889  -2.9751  -1.9020  -0.8326
N  -5.1317  -0.9599  1.0593  0.0317
N  5.8129  -3.5089  4.5654  -0.5122
N  1.0372  -0.9572  -1.1479  -0.1378
C  5.8241  -1.1258  4.2554  -0.4679
C  4.9168  -3.5911  3.5801  -0.1744
C  6.2496  -2.2872  4.8846  -0.2371
C  -2.0666  2.9694  -0.5895  -0.2974
C  -5.6616  -2.1953  1.3147  -0.3208
C  -6.9050  -2.2677  0.6981  -0.4063
C  2.1005  -1.7069  -1.5255  0.6210
C  -0.9005  5.2711  -0.6885  -0.3746
C  -0.7871  2.2890  -0.7037  -0.4131
C  1.7503  2.4418  -0.9040  -0.4845
C  0.4248  3.1441  -0.8078  1.6331
C  4.8950  -1.2364  3.2344  0.0876
C  -2.1495  4.4441  -0.5806  -0.6753
C  -7.1256  -1.0429  0.0623  -0.3951
C  0.4014  4.6404  -0.8034  -0.6747
C  -6.0094  -0.2424  0.3035  -0.1100
C  4.4308  -2.4939  2.8867  0.0262
H  1.2269  -0.0120  -0.8613  0.0279
H  -7.9931  -0.7566  -0.5103  0.4209
H  -0.7547  1.1773  -0.7129  0.0942
H  4.5350  -0.3537  2.7133  0.4302
H  0.0877  -1.2888  -1.1406  0.1533
H  -3.1346  4.9529  -0.4857  0.4652
H  3.5799  -5.9243  -3.2343  0.3296
H  0.8484  -3.3466  -1.9066  0.3099
H  -4.2367  -0.6326  1.3791  0.2185
H  2.5115  3.2338  -0.5781  0.0803
H  1.7504  1.7029  -0.0135  0.0381
H  4.4207  -4.7394  -2.7744  0.3141
H  -2.9773  2.3315  -0.5328  0.3304
H  2.5554  -3.5720  -2.1894  0.3220
H  -5.7806  0.7653  -0.0040  0.3712
H  3.0308  1.5649  1.5922  0.0649
H  6.9785  -2.2520  5.6871  0.3637
H  -5.1205  -2.9171  1.9057  0.3977
H  -7.5683  -3.1175  0.7151  0.4040
H  -0.9138  6.3874  -0.6956  0.4266
H  4.5795  -4.5964  3.3447  0.3004
H  6.2113  -0.1616  4.5575  0.3604
H  3.7047  -2.6209  2.0926  -0.1464
H  1.3476  5.2340  -0.8916  0.6276

Results
molecular weight	586.7	g/mol
Kohn-Sham gap	1.54	eV
relative energy (zero: lowest compared OMol25 entry of this formula, charge and spin)	0.000	eV
HOMO energy	-12.064	eV
net charge	+2
E_LUMO	-0.3868	Ha

- What is the Kohn-Sham gap in the third record?
  1.54 eV

- Among the records above, which one has the highest HOMO energy?
  C17H23NO3S

- Which value of E_LUMO does entry 2 give?
  0.0086 Ha